DFT (ωB97M-V with the def2-TZVPD basis set) results for a 10-piece molecular cluster, C47H109N5O10 overall in a non-equilibrium geometry.

Summary:
Energy relative to the best compared isomer or geometry (same formula, charge and spin), eV: 0.000
Gap between HOMO and LUMO, eV: 7.78
Charge: 0
Spin multiplicity: 1
Max |F|, eV Å⁻¹: 2.10
HOMO energy, eV: -7.83
DFT total energy, hartree: -2882.1210

The geometry in XYZ format:
```
171
Properties=species:S:1:pos:R:3:lowdin_charge:R:1
C 1.908 -0.228 -7.474 -0.0348
C 3.076 -0.208 -6.475 -0.5173
C 3.556 -1.665 -6.323 -0.0201
C 4.154 0.639 -7.201 -0.1381
C 5.330 1.078 -6.309 -0.1669
C 4.767 1.835 -5.096 -0.1344
C 3.648 1.128 -4.326 -0.4878
C 4.332 0.083 -3.377 -0.0173
C 2.924 2.119 -3.422 -0.0329
N 2.748 0.442 -5.240 -0.0897
O 1.547 -0.010 -4.651 -0.0206
H 2.109 -0.770 -8.394 0.0858
H 1.047 -0.699 -6.990 0.0594
H 1.584 0.791 -7.698 0.0868
H 2.851 -2.178 -5.659 0.0676
H 3.668 -2.253 -7.231 0.0830
H 4.491 -1.678 -5.755 0.0646
H 4.575 0.027 -8.004 0.1182
H 3.718 1.518 -7.678 0.1149
H 5.884 0.192 -5.995 0.1020
H 5.972 1.729 -6.900 0.1083
H 4.510 2.843 -5.431 0.1178
H 5.600 1.967 -4.400 0.1175
H 5.104 0.480 -2.716 0.0811
H 4.876 -0.658 -3.972 0.0678
H 3.592 -0.449 -2.781 0.0545
H 2.000 1.709 -3.022 0.0664
H 2.669 2.996 -4.023 0.0860
H 3.596 2.409 -2.617 0.0938
H 1.830 -0.726 -4.054 0.0491
C 2.800 0.137 6.264 -0.0415
C 1.735 1.049 5.674 -0.5121
C 1.583 0.691 4.181 -0.0336
C 0.424 0.858 6.428 -0.1400
C -0.635 1.927 6.187 -0.1773
C -0.033 3.288 6.537 -0.1219
C 1.266 3.638 5.770 -0.5035
C 0.977 3.926 4.304 -0.0385
C 1.920 4.823 6.437 -0.0386
N 2.150 2.439 5.895 -0.1026
O 3.469 2.720 5.470 -0.0135
H 2.980 0.233 7.337 0.0884
H 2.563 -0.934 6.222 0.0837
H 3.720 0.257 5.693 0.0810
H 2.448 1.022 3.598 0.0862
H 1.464 -0.367 3.939 0.0757
H 0.687 1.186 3.803 0.0507
H 0.008 -0.122 6.160 0.0993
H 0.637 0.769 7.495 0.1260
H -1.112 1.877 5.204 0.0877
H -1.485 1.722 6.845 0.1124
H 0.108 3.464 7.603 0.1217
H -0.837 3.976 6.239 0.1219
H 0.427 3.121 3.830 0.0369
H 1.928 4.074 3.782 0.0898
H 0.454 4.883 4.228 0.0994
H 2.508 4.579 7.320 0.0926
H 1.140 5.562 6.641 0.0894
H 2.608 5.355 5.773 0.0833
H 3.414 2.739 4.498 0.0877
C -2.901 -1.134 5.782 -0.0245
C -3.072 -1.107 4.252 -0.4993
C -3.377 0.319 3.751 -0.0163
C -1.730 -1.578 3.691 -0.1406
C -1.739 -1.919 2.207 -0.1674
C -2.765 -3.042 2.024 -0.1248
C -4.153 -2.698 2.564 -0.5055
C -4.902 -1.826 1.529 -0.0120
C -4.893 -4.031 2.768 -0.0394
N -4.085 -2.076 3.889 -0.1119
O -5.372 -1.769 4.424 -0.0014
H -1.974 -0.647 6.098 0.0540
H -3.657 -0.524 6.285 0.0867
H -2.947 -2.159 6.147 0.0889
H -3.025 0.471 2.729 0.0492
H -4.441 0.553 3.637 0.0917
H -3.048 1.087 4.453 0.0712
H -1.017 -0.752 3.839 0.1029
H -1.245 -2.314 4.340 0.1224
H -1.973 -1.019 1.639 0.0880
H -0.727 -2.253 1.984 0.0824
H -2.449 -3.975 2.505 0.1124
H -2.745 -3.314 0.963 0.1128
H -5.878 -1.549 1.936 0.0812
H -5.142 -2.315 0.585 0.0794
H -4.293 -0.931 1.399 0.0675
H -4.869 -4.683 1.894 0.0861
H -5.948 -3.842 2.981 0.0784
H -4.461 -4.541 3.631 0.0848
H -5.439 -2.482 5.069 0.1042
C 1.004 4.031 -1.382 -0.0233
C -0.390 4.563 -0.989 -0.5039
C -0.316 6.103 -1.153 -0.0311
C -1.512 3.986 -1.833 -0.1279
C -1.965 2.554 -1.488 -0.1670
C -2.422 2.585 -0.022 -0.1333
C -1.350 3.125 0.920 -0.4876
C -2.110 3.429 2.240 -0.0089
C -0.271 2.035 1.148 -0.0107
N -0.759 4.360 0.419 -0.1210
O 0.014 5.013 1.387 -0.0127
H 1.335 4.342 -2.372 0.0782
H 1.691 4.376 -0.607 0.0882
H 1.013 2.941 -1.453 0.0559
H 0.096 6.383 -2.128 0.0823
H -1.308 6.554 -1.125 0.0819
H 0.350 6.525 -0.407 0.0753
H -2.350 4.684 -1.773 0.1193
H -1.158 3.960 -2.870 0.1260
H -2.721 2.294 -2.231 0.1055
H -1.188 1.796 -1.624 0.0913
H -2.587 1.533 0.235 0.1042
H -3.327 3.192 0.015 0.1279
H -1.437 3.591 3.084 0.0539
H -2.777 2.589 2.398 0.0559
H -2.577 4.410 2.149 0.0969
H 0.606 2.418 1.683 0.0708
H 0.171 1.697 0.210 0.0712
H -0.734 1.274 1.780 0.0736
H 0.826 4.472 1.436 0.0845
C -1.266 -1.376 -1.347 -0.0196
C -1.881 -1.919 -2.654 -0.4860
C -3.348 -2.305 -2.337 -0.0162
C -1.855 -0.746 -3.652 -0.1326
C -2.097 -1.164 -5.087 -0.1649
C -1.192 -2.348 -5.426 -0.1382
C -1.204 -3.546 -4.484 -0.4945
C -2.489 -4.373 -4.712 -0.0230
C -0.001 -4.411 -4.848 -0.0343
N -1.056 -3.048 -3.089 -0.0974
O -1.208 -4.151 -2.214 -0.0239
H -1.903 -0.611 -0.908 0.0807
H -1.045 -2.209 -0.682 0.0696
H -0.324 -0.915 -1.659 0.0727
H -3.949 -1.461 -1.996 0.0848
H -3.847 -2.751 -3.198 0.0654
H -3.396 -3.057 -1.547 0.0722
H -2.576 -0.007 -3.299 0.1139
H -0.874 -0.256 -3.672 0.1084
H -3.162 -1.349 -5.267 0.1098
H -1.840 -0.363 -5.783 0.1156
H -0.184 -1.948 -5.565 0.0950
H -1.503 -2.706 -6.414 0.1300
H -2.796 -4.890 -3.802 0.0806
H -2.350 -5.131 -5.482 0.0817
H -3.328 -3.739 -5.003 0.0713
H -0.146 -4.838 -5.841 0.0873
H 0.153 -5.241 -4.154 0.0864
H 0.942 -3.861 -4.881 0.0655
H -0.367 -4.193 -1.737 0.0578
C 0.341 -5.866 2.246 -0.1481
O 0.642 -4.508 2.508 -0.1341
H -0.518 -6.156 2.859 0.0878
H -0.033 -6.032 1.230 0.0795
H 1.180 -6.567 2.284 0.0864
H 0.755 -4.399 3.455 0.0970
C 1.548 -1.014 0.869 -0.1544
O 2.284 -0.630 -0.258 -0.1205
H 0.524 -0.636 0.787 0.0527
H 1.501 -2.058 1.182 0.0594
H 1.939 -0.526 1.767 0.0670
H 2.027 -1.050 -1.091 0.0474
O 1.038 -3.983 -0.292 -0.0492
H 0.842 -4.093 0.657 0.0095
H 1.890 -4.419 -0.418 0.0729
O 4.420 1.172 0.225 -0.0801
H 3.591 0.814 -0.142 -0.0039
H 4.973 0.397 0.360 0.0296
O 1.822 -2.304 -2.870 -0.0600
H 0.861 -2.242 -3.064 0.0320
H 1.907 -3.102 -2.339 0.0397
```